# 1
The ion C5H7N3O3 with charge +2 at a distorted geometry. Source: the OMol25 dataset; level of theory: ωB97M-V with the def2-TZVPD basis set.

Geometry (Å):
H1 0.41120 -2.62575 0.54954
O1 -2.46926 3.48632 0.93950
H2 1.51375 -1.94183 -1.44705
H3 1.80708 -0.01674 -2.26358
N1 1.20609 -0.02064 -1.36803
C1 0.90539 1.05208 -0.80022
H4 -0.04721 -1.74988 -1.71411
C2 0.51471 -1.55578 0.44682
N2 -0.80924 0.40391 0.64062
H5 1.60145 2.77712 -1.20959
H6 1.33553 -1.17398 1.10101
H7 -2.21462 -0.91881 2.07485
C3 -0.66731 -0.89197 1.00259
O2 -1.44123 -1.49461 1.88230
C4 0.77906 -1.41239 -1.03758
C5 -1.87398 2.50001 0.95568
N3 -1.63865 1.32067 0.90582
O3 1.08725 2.26227 -0.65856

Values from the calculation:
Energy relative to the best compared isomer or geometry (same formula, charge and spin) (eV): 3.072
Total charge: +2
Molar mass (g mol⁻¹): 157.13
LUMO level (alpha / beta) (eV): -11.181 / -11.216
Spin multiplicity: 1
HOMO-LUMO gap (alpha / beta) (eV): 6.91 / 6.87

# 2
A cluster of 3 separate species, C5H7N3O5 in total at a distorted geometry. Source: the OMol25 dataset; level of theory: ωB97M-V with the def2-TZVPD basis set.

Geometry (Å):
O1 0.80282 1.36305 2.36177
H1 2.44874 -0.85650 -3.67505
H2 -1.35625 2.88431 0.45174
C1 1.73140 1.97239 2.09548
O2 -0.15840 1.44368 -0.87471
H3 -1.96039 3.64956 1.62792
O3 -1.32886 2.87130 1.40753
C2 0.20974 -2.14879 -1.01859
C3 0.36856 -0.81422 -1.38818
O4 2.65978 2.63818 1.90882
C4 -1.34933 -1.52917 0.69561
C5 -0.27755 0.25287 -0.64473
N1 1.22756 -0.37872 -2.22328
H4 -1.82805 -1.67716 1.65301
N2 -0.65713 -2.43697 0.04277
H5 -0.79057 -3.41005 0.32421
O5 2.01200 -1.36030 -2.82761
N3 -1.16878 -0.14479 0.31793
H6 -1.57548 0.61130 0.89373
H7 0.99016 -2.92997 -1.12837

Values from the calculation:
Energy relative to the best compared isomer or geometry (same formula, charge and spin) (eV): 0.000
Total charge: 0
Molar mass (g mol⁻¹): 189.13
LUMO level (alpha / beta) (eV): 0.339 / 0.339
Spin multiplicity: 1
HOMO-LUMO gap (alpha / beta) (eV): 7.19 / 7.19

# 3
A structure of composition C5H7N3O5S5SbY at a distorted geometry. Source: the OMol25 dataset; level of theory: ωB97M-V with the def2-TZVPD basis set.

Geometry (Å):
O1 2.27077 -1.12195 -0.38358
S1 -1.51148 2.81426 -5.70960
H1 0.40022 -3.25517 -1.17071
C1 -0.27452 -1.90808 0.12426
S2 -0.42607 3.85578 -2.30064
S3 2.17450 0.15479 -1.07504
O2 1.09860 0.13497 -2.16263
H2 1.01853 -1.97183 3.20910
O3 3.45520 0.54067 -1.59902
O4 -1.14054 1.23760 1.22113
C2 0.26847 0.45687 3.42664
C3 0.50327 -1.69308 2.30813
H3 -0.35255 -1.97382 -1.94020
H4 -0.52931 1.20759 3.49596
C4 -0.75351 0.06608 1.26795
H5 0.87800 -3.51721 1.21005
Y1 -0.56132 1.47982 -1.29871
C5 0.40334 -2.51168 1.22946
H6 1.24290 0.96920 3.20466
O5 1.55029 1.18076 -0.14693
N1 -0.88772 -0.73243 0.20269
N2 -0.09636 -0.44723 2.36320
S4 -2.45858 0.68923 -2.81833
H7 0.36673 -0.08531 4.36761
Sb1 -2.31110 2.97980 -3.53320
N3 -0.31336 -2.55595 -1.06941
S5 -4.01439 4.00631 -2.42284

Values from the calculation:
Energy relative to the best compared isomer or geometry (same formula, charge and spin) (eV): 0.000
Total charge: -2
Molar mass (g mol⁻¹): 560.13
LUMO level (eV): 4.177
Spin multiplicity: 1
HOMO-LUMO gap (eV): 5.82

Electronic energy
In order: -583.8465, -735.1244, -3005.0932
Unit: Ha